Entry 1:
DFT (ωB97M-V/def2-TZVPD) results for a single C4H6N2 molecule in a non-equilibrium geometry.

- Electronic energy: -7219.50027 eV
- F_max: 2.51 eV/A
- Total charge: 0
- ΔE to the lowest compared entry with this formula, charge and spin: 587.7 kJ/mol
- Gap between HOMO and LUMO: 0.3510 Eh

Cartesian coordinates (Å):
N1 -0.8198 -1.1956 0.2642
C1 -1.0542 0.1116 -0.1356
C2 0.0223 -0.2603 -1.0306
C3 1.1145 0.4089 -0.2242
N2 1.0369 0.0934 1.1877
C4 0.0178 0.9504 0.6767
H1 -0.7962 -2.1715 0.1088
H2 -2.0506 0.4555 -0.3678
H3 0.0367 -0.3545 -2.1271
H4 2.0304 0.8295 -0.6391
H5 0.5708 -0.8605 1.2689
H6 -0.1482 1.9678 0.9874

Entry 2:
DFT (ωB97M-V/def2-TZVPD) results for a single C4H6N2 molecule in a non-equilibrium geometry.

- Electronic energy: -7223.95782 eV
- F_max: 1.16 eV/A
- Total charge: 0
- ΔE to the lowest compared entry with this formula, charge and spin: 157.6 kJ/mol
- Gap between HOMO and LUMO: 0.4080 Eh

Cartesian coordinates (Å):
C1 -1.6776 0.9544 -0.2792
C2 -0.8217 -0.2312 0.0075
N1 0.0137 -0.5984 -0.8726
C3 1.2595 -1.1318 -0.3578
C4 2.1062 0.0809 -0.3968
N2 2.6101 1.1204 -0.4551
H1 -1.3368 1.3654 -1.2316
H2 -2.7568 0.8031 -0.2745
H3 -1.4217 1.6736 0.5106
H4 -0.7809 -0.6112 1.0427
H5 1.6772 -1.9045 -1.0047
H6 1.2100 -1.4962 0.6819

Entry 3:
DFT (ωB97M-V/def2-TZVPD) results for a molecular structure, C4H6N2 in a non-equilibrium geometry.

- Electronic energy: -7220.44237 eV
- F_max: 6.05 eV/A
- Total charge: 0
- ΔE to the lowest compared entry with this formula, charge and spin: 496.8 kJ/mol
- Gap between HOMO and LUMO: 0.3497 Eh

Cartesian coordinates (Å):
C1 -0.2034 -0.6819 0.4302
C2 -2.1390 -0.8324 -0.0798
C3 0.9726 0.1638 0.7311
C4 1.8092 0.7921 -0.3157
N1 0.7802 -1.3286 0.7862
N2 -2.5018 -0.0758 -0.9417
H1 -2.5493 -1.4692 0.6372
H2 0.8716 0.5702 1.7342
H3 2.5395 0.2649 -0.9080
H4 2.5845 1.4735 0.1885
H5 1.2156 1.4015 -0.9727
H6 -3.3797 -0.2782 -1.2895

Entry 4:
DFT (ωB97M-V/def2-TZVPD) results for a single C4H6N2 molecule in a non-equilibrium geometry.

- Electronic energy: -7221.60848 eV
- F_max: 8.47 eV/A
- Total charge: 0
- ΔE to the lowest compared entry with this formula, charge and spin: 384.3 kJ/mol
- Gap between HOMO and LUMO: 0.3796 Eh

Cartesian coordinates (Å):
C1 1.3404 0.0851 -0.3966
C2 -0.0277 -0.0015 0.5159
C3 -0.6232 -1.1861 0.1590
N1 -1.7424 -0.9584 -0.2184
N2 -2.0293 0.5966 -0.2893
C4 -0.9544 1.1566 0.1937
H1 0.9166 0.0861 -1.3301
H2 1.9700 -0.7337 -0.0536
H3 1.5915 1.0886 -0.3563
H4 0.3659 -0.2055 1.6191
H5 -0.1840 -2.0977 -0.0523
H6 -0.6234 2.1700 0.2090

Entry 5:
DFT (ωB97M-V/def2-TZVPD) results for a single C4H6N2 molecule.

- Electronic energy: -7225.51541 eV
- F_max: 0.30 eV/A
- Total charge: 0
- ΔE to the lowest compared entry with this formula, charge and spin: 7.3 kJ/mol
- Gap between HOMO and LUMO: 0.3504 Eh

Cartesian coordinates (Å):
C1 -1.8851 -0.2370 0.0712
C2 -0.4013 -0.1880 -0.1060
C3 0.3395 0.9471 0.0519
N1 1.6536 0.5511 -0.0121
C4 1.6446 -0.7950 -0.2138
N2 0.4273 -1.2761 -0.2871
H1 -2.2181 0.7778 0.3088
H2 -2.1438 -0.8718 0.9250
H3 -2.4446 -0.5930 -0.7996
H4 0.0292 1.9770 0.1516
H5 2.4494 1.1222 0.2211
H6 2.5642 -1.3607 -0.3019

Entry 6:
DFT (ωB97M-V/def2-TZVPD) results for a single C4H6N2 molecule in a non-equilibrium geometry.

- Electronic energy: -7220.38602 eV
- F_max: 3.36 eV/A
- Total charge: 0
- ΔE to the lowest compared entry with this formula, charge and spin: 502.2 kJ/mol
- Gap between HOMO and LUMO (spin up / spin down): 0.3001 / 0.3473 Eh

Cartesian coordinates (Å):
N1 -2.1932 -0.6582 -1.4959
C1 -1.6292 0.0748 -0.8012
C2 -0.8570 0.9266 0.1008
C3 0.2785 0.0590 0.6631
C4 0.7566 -1.0209 -0.7280
N2 1.4265 0.7199 0.9420
H1 -0.4173 1.7710 -0.4407
H2 -1.5250 1.3423 0.8686
H3 -0.0843 -0.6764 1.3933
H4 1.3280 -0.7222 -1.6372
H5 1.0011 -2.1022 -0.5943
H6 1.9153 0.2863 1.7295

Entry 7:
DFT (ωB97M-V/def2-TZVPD) results for a molecular structure, C4H6N2 in a non-equilibrium geometry.

- Electronic energy: -7218.86772 eV
- F_max: 1.24 eV/A
- Total charge: 0
- ΔE to the lowest compared entry with this formula, charge and spin: 648.7 kJ/mol
- Gap between HOMO and LUMO (spin up / spin down): 0.3025 / 0.3407 Eh

Cartesian coordinates (Å):
N1 -1.7907 -1.9452 -1.8226
C1 -1.1935 -1.3784 -1.0110
C2 -0.3954 -0.6756 -0.0174
C3 0.9508 -0.0356 -0.1797
C4 0.4841 0.7556 1.0104
N2 -0.8983 0.3207 0.8319
H1 0.1585 -1.4270 0.6242
H2 1.9136 -0.5053 -0.3897
H3 -0.0599 1.3180 -1.2089
H4 0.6356 1.8359 1.0518
H5 0.9262 0.3193 1.9196
H6 -0.7311 1.4176 -0.8086

Entry 8:
DFT (ωB97M-V/def2-TZVPD) results for 3 unconnected molecules or ions with the total composition C4H6N2.

- Electronic energy: -7220.49491 eV
- F_max: 0.61 eV/A
- Total charge: 0
- ΔE to the lowest compared entry with this formula, charge and spin: 491.7 kJ/mol
- Gap between HOMO and LUMO (spin up / spin down): 0.2605 / 0.2511 Eh

Cartesian coordinates (Å):
N1 -0.2030 -0.8754 -1.6630
C1 0.1088 -0.1336 -0.5979
C2 1.2271 -0.2071 0.2859
C3 0.7186 0.1794 1.5121
C4 -0.6006 0.6873 1.2926
N2 -0.9034 0.5671 0.0115
H1 -1.4020 -0.2262 -1.8655
H2 0.5808 -0.9530 -2.3245
H3 2.1570 -0.7216 0.0842
H4 1.2653 0.2358 2.4457
H5 -1.1748 1.3287 1.9521
H6 -1.8666 0.2447 -1.1729